1.
DFT (wB97M-V/def2-TZVPD) results for 12 unconnected molecules or ions with the total composition C28H81NO13 in a non-equilibrium geometry.

Geometry as XYZ:
```
123
Properties=species:S:1:pos:R:3:lowdin_charge:R:1
C 8.264 26.693 3.822 -0.0918
O 7.175 26.144 4.510 -0.1767
C 7.589 25.403 5.605 -0.2320
C 6.409 24.779 6.369 -0.0828
N 5.633 25.848 7.062 0.2325
C 4.350 25.366 7.707 -0.0813
C 3.442 26.576 7.988 -0.1702
O 2.902 26.915 6.688 -0.1994
C 2.248 28.199 6.758 -0.0578
H 8.823 25.918 3.298 0.1018
H 8.918 27.389 4.348 0.1015
H 7.854 27.243 2.975 0.0974
H 8.182 26.014 6.286 0.1337
H 8.247 24.583 5.319 0.1386
H 6.808 24.148 7.163 0.1453
H 5.757 24.216 5.701 0.1489
H 5.421 26.547 6.364 0.1525
H 4.659 24.789 8.578 0.1448
H 3.844 24.636 7.075 0.1322
H 4.002 27.369 8.485 0.1334
H 2.588 26.174 8.532 0.1370
H 2.882 28.997 7.143 0.0962
H 1.259 28.075 7.201 0.0850
H 2.053 28.523 5.736 0.0793
C -0.089 28.848 2.943 -0.0786
C 1.178 29.705 2.732 -0.3138
O 1.009 30.376 1.494 -0.0790
H 0.026 28.203 3.815 0.0494
H -0.419 28.237 2.103 0.0704
H -0.903 29.536 3.170 0.0722
H 2.051 29.056 2.654 0.0852
H 1.276 30.445 3.526 0.1094
H 0.929 31.315 1.674 0.0823
C -4.377 25.583 3.435 -0.0757
C -3.742 25.754 4.795 -0.3073
O -2.796 24.746 4.792 -0.1045
H -5.319 26.129 3.375 0.0761
H -4.689 24.593 3.103 0.0737
H -3.732 25.987 2.655 0.0633
H -4.464 25.620 5.601 0.1095
H -3.254 26.727 4.839 0.1254
H -3.228 23.893 4.877 0.0584
C -5.842 21.721 5.250 -0.0617
C -4.770 21.446 4.240 -0.3119
O -3.524 21.992 4.604 -0.1132
H -6.728 21.106 5.094 0.0853
H -6.087 22.783 5.228 0.0768
H -5.555 21.471 6.272 0.0742
H -5.089 21.807 3.262 0.1051
H -4.707 20.385 3.999 0.1164
H -2.916 21.654 3.942 0.0323
C -3.398 20.173 0.937 -0.0453
C -2.278 21.216 1.383 -0.2162
O -2.000 20.890 2.762 -0.1246
H -4.328 20.353 1.478 0.0544
H -3.051 19.154 1.108 0.0760
H -3.638 20.411 -0.099 0.0734
H -2.577 22.264 1.354 0.1011
H -1.339 21.046 0.856 0.1115
H -1.677 19.987 2.793 0.1038
C 2.639 25.964 2.601 -0.0495
C 4.090 25.375 2.592 -0.2859
O 4.633 25.193 1.276 -0.0736
H 2.314 26.375 3.557 0.0607
H 1.956 25.216 2.200 0.0606
H 2.568 26.799 1.904 0.0653
H 4.130 24.401 3.078 0.0915
H 4.789 25.966 3.184 0.0864
H 4.642 26.072 0.889 0.0882
C 0.132 23.133 4.123 -0.0656
C 0.580 24.193 5.129 -0.3358
O -0.022 25.348 4.682 -0.0905
H 0.430 23.412 3.113 0.0617
H -0.933 22.912 4.206 0.0583
H 0.584 22.154 4.276 0.0603
H 1.662 24.305 5.200 0.0936
H 0.228 23.887 6.115 0.0804
H -0.969 25.200 4.626 0.0398
C 2.505 21.474 7.152 -0.0866
C 3.967 21.454 6.760 -0.3193
O 4.428 20.145 7.086 -0.0508
H 2.421 21.384 8.235 0.0873
H 1.898 20.713 6.662 0.0697
H 1.969 22.398 6.933 0.0539
H 4.560 22.277 7.157 0.0772
H 4.091 21.611 5.688 0.0962
H 4.899 19.856 6.301 0.0837
C -1.263 24.878 0.915 -0.0627
C -2.026 25.185 -0.386 -0.3252
O -1.496 24.575 -1.527 -0.0778
H -0.267 25.318 0.863 0.0639
H -1.134 23.805 1.057 0.0477
H -1.749 25.295 1.797 0.0566
H -1.986 26.237 -0.666 0.1085
H -3.079 24.905 -0.437 0.1132
H -0.592 24.893 -1.582 0.0811
C -1.273 26.432 7.892 -0.0732
C -2.759 26.339 8.193 -0.3090
O -3.194 27.478 8.913 -0.0699
H -0.903 25.428 7.681 0.0570
H -0.727 26.687 8.801 0.0695
H -0.915 27.163 7.168 0.0643
H -3.030 25.436 8.740 0.1143
H -3.353 26.220 7.287 0.0754
H -4.137 27.477 9.089 0.0853
C -0.815 20.750 7.133 -0.0715
C -1.779 21.826 7.578 -0.2999
O -3.111 21.488 7.184 -0.0858
H -0.582 20.821 6.071 0.0595
H -1.208 19.742 7.270 0.0859
H 0.149 20.752 7.641 0.0414
H -1.510 22.846 7.302 0.0856
H -1.853 21.977 8.655 0.1098
H -3.142 21.720 6.253 0.0099
C 2.938 21.309 1.796 -0.0853
C 4.439 21.187 2.008 -0.3200
O 5.028 22.092 1.109 -0.0730
H 2.595 21.160 0.772 0.0820
H 2.654 22.328 2.059 0.0532
H 2.338 20.575 2.335 0.0679
H 4.747 20.178 1.734 0.1125
H 4.813 21.336 3.021 0.0906
H 4.779 23.005 1.270 0.0391
```

Values from the calculation:
**Total energy**: -58443.3639 eV
**Kohn-Sham gap (spin up / spin down)**: 9.18 / 3.62 eV
**LUMO energy (spin up / spin down)**: -0.0862 / -0.2908 Ha
**Net charge**: +1
**Spin multiplicity**: 2

2.
DFT (wB97M-V/def2-TZVPD) results for 13 unconnected molecules or ions with the total composition C28H82O13 in a non-equilibrium geometry.

Geometry as XYZ:
```
123
Properties=species:S:1:pos:R:3:lowdin_charge:R:1
C -3.007 -4.250 2.874 -0.0759
C -3.142 -2.816 2.444 -0.3391
O -2.300 -2.527 1.379 -0.1052
H -2.445 -4.449 3.723 0.0451
H -2.592 -4.787 1.989 0.0939
H -3.946 -4.720 3.086 0.0613
H -3.072 -2.079 3.303 0.1268
H -4.157 -2.578 2.007 0.1226
H -1.411 -2.521 1.692 0.0095
C -3.476 1.266 1.931 -0.0747
C -4.178 1.531 0.638 -0.2555
O -3.203 1.346 -0.451 -0.1355
H -2.960 0.260 1.863 0.0875
H -4.190 1.194 2.744 0.0694
H -2.744 2.050 2.233 0.0746
H -4.546 2.536 0.500 0.1026
H -5.006 0.843 0.424 0.1164
H -2.574 2.067 -0.422 0.0344
C 3.352 0.340 0.169 -0.0553
C 4.281 -0.497 -0.703 -0.4474
C 4.907 -1.568 0.097 -0.0635
O 3.438 -1.120 -1.740 -0.0716
H 3.840 0.804 1.052 0.0835
H 2.558 -0.238 0.655 0.0690
H 2.856 1.158 -0.388 0.0777
H 4.975 0.156 -1.240 0.1357
H 4.107 -2.340 0.200 0.0838
H 5.237 -1.284 1.069 0.0631
H 5.772 -2.040 -0.449 0.1006
H 3.977 -1.585 -2.362 0.0755
C -1.097 5.925 -1.052 -0.0265
C -1.109 4.905 0.187 -0.4333
C -2.236 5.432 1.129 -0.0285
O -1.398 3.620 -0.263 -0.0544
H -2.129 5.976 -1.421 0.0819
H -0.427 5.495 -1.798 0.0410
H -0.759 6.917 -0.776 0.0707
H -0.119 4.922 0.690 0.1267
H -2.173 4.893 2.004 0.0380
H -3.191 5.348 0.669 0.0742
H -2.038 6.449 1.271 0.0596
H -0.908 3.469 -1.041 0.0194
C 1.270 -5.490 2.032 -0.0718
C 2.458 -5.330 1.141 -0.5458
C 2.394 -6.426 0.120 -0.0752
O 2.462 -4.057 0.575 -0.0700
H 1.273 -4.631 2.778 0.0859
H 1.388 -6.486 2.599 0.1113
H 0.418 -5.430 1.331 0.0862
H 3.388 -5.411 1.753 0.1501
H 1.491 -6.472 -0.406 0.0457
H 2.434 -7.445 0.635 0.1030
H 3.208 -6.509 -0.653 0.0950
H 1.797 -3.891 -0.094 0.0408
C -4.465 1.686 -3.507 -0.0394
C -3.293 1.979 -4.482 -0.4556
C -3.595 1.855 -5.945 -0.0531
O -2.903 3.313 -4.213 -0.0811
H -5.346 2.359 -3.633 0.0965
H -4.188 1.727 -2.443 0.0588
H -4.766 0.666 -3.555 0.0601
H -2.487 1.308 -4.160 0.1376
H -3.757 0.852 -6.245 0.0663
H -2.799 2.275 -6.564 0.0836
H -4.521 2.330 -6.283 0.0851
H -3.641 3.844 -3.851 0.1205
C 0.771 -3.765 -3.285 -0.0481
C 0.027 -2.926 -2.279 -0.4870
C -1.150 -3.587 -1.687 -0.0457
O 0.927 -2.722 -1.191 -0.1027
H 1.555 -3.188 -3.834 0.0894
H 0.097 -4.178 -4.053 0.0866
H 1.253 -4.596 -2.783 0.0733
H -0.172 -1.961 -2.700 0.1371
H -0.990 -4.665 -1.495 0.0987
H -2.002 -3.572 -2.327 0.0696
H -1.395 -3.079 -0.754 0.0635
H 1.535 -1.983 -1.485 0.1014
C 1.706 3.975 -3.077 -0.0474
C 0.416 3.381 -3.744 -0.4431
C 0.874 2.126 -4.489 -0.0641
O -0.644 3.198 -2.795 -0.0673
H 2.461 4.015 -3.855 0.0675
H 2.039 3.288 -2.317 0.0645
H 1.582 5.052 -2.774 0.0840
H -0.020 4.108 -4.511 0.1571
H 1.651 1.543 -3.912 0.0906
H 1.478 2.424 -5.394 0.0919
H 0.025 1.552 -4.849 0.0620
H -1.437 3.252 -3.268 0.0016
C 0.142 2.918 4.172 -0.0635
C 0.313 2.553 2.750 -0.5236
C 1.640 3.039 2.144 -0.0432
O 0.235 1.146 2.676 -0.0927
H -0.789 2.539 4.608 0.0857
H 0.110 4.051 4.246 0.1028
H 1.008 2.577 4.761 0.0863
H -0.547 2.984 2.196 0.1127
H 1.731 4.136 2.333 0.0857
H 1.656 2.859 1.054 0.0694
H 2.535 2.500 2.535 0.0739
H 0.002 0.769 1.765 0.0833
C 4.108 0.138 4.529 -0.0382
C 3.233 -0.929 3.783 -0.4566
C 3.479 -2.341 4.352 -0.0479
O 1.864 -0.688 4.043 -0.0895
H 3.759 0.253 5.603 0.1055
H 4.164 1.038 4.027 0.0198
H 5.153 -0.280 4.583 0.0860
H 3.377 -0.930 2.674 0.1120
H 3.047 -3.094 3.690 0.0593
H 3.114 -2.521 5.399 0.1024
H 4.506 -2.591 4.493 0.0559
H 1.485 0.138 3.687 0.0587
O -3.768 -1.398 -1.861 -0.0407
H -3.564 -0.679 -1.253 0.0018
H -3.838 -2.180 -1.342 0.0100
O 0.385 -2.253 1.918 -0.0451
H 1.010 -2.541 1.250 0.0255
H 0.921 -1.736 2.563 0.0564
O -0.407 -0.129 0.257 -0.0562
H -0.480 -0.940 0.769 -0.0091
H -1.149 -0.214 -0.392 0.0674
```

Values from the calculation:
**Total energy**: -56982.5810 eV
**Kohn-Sham gap**: 10.45 eV
**LUMO energy**: 0.0222 Ha
**Spin multiplicity**: 1

3.
DFT (wB97M-V/def2-TZVPD) results for 12 unconnected molecules or ions with the total composition C28H83Cl2O32P5 in a non-equilibrium geometry.

Geometry as XYZ:
```
150
Properties=species:S:1:pos:R:3:lowdin_charge:R:1
C -7.552 -0.244 -6.171 -0.1419
O -8.798 -0.436 -5.547 -0.2129
P -8.812 -1.088 -4.013 0.5261
O -10.180 -1.098 -3.340 -0.2742
O -8.106 -2.577 -4.113 -0.2416
C -7.906 -3.210 -2.763 -0.0542
O -7.732 -0.172 -3.261 -0.2309
C -7.833 0.108 -1.908 -0.1364
H -6.700 -0.325 -5.496 0.0889
H -7.430 0.682 -6.733 0.0825
H -7.646 -0.809 -7.098 0.0903
H -8.604 -4.044 -2.682 0.0882
H -8.087 -2.524 -1.936 0.0605
H -6.886 -3.586 -2.680 0.0869
H -7.236 -0.600 -1.333 0.0843
H -8.864 0.127 -1.553 0.0898
H -7.444 1.111 -1.731 0.0945
C -4.633 8.286 -6.962 -0.0873
O -5.491 7.559 -6.079 -0.2272
P -5.608 7.870 -4.509 0.4319
O -6.686 7.187 -3.787 -0.2256
O -5.477 9.486 -4.330 -0.2424
C -5.730 10.164 -3.111 -0.0984
O -4.096 7.499 -4.051 -0.2499
C -3.606 6.170 -4.027 -0.1092
H -5.195 9.111 -7.399 0.0910
H -4.383 7.627 -7.793 0.0880
H -3.726 8.536 -6.410 0.0884
H -5.832 9.508 -2.246 0.0894
H -6.681 10.692 -3.178 0.0875
H -4.875 10.839 -3.100 0.0941
H -2.589 6.334 -4.384 0.0873
H -3.925 5.475 -4.803 0.0881
H -3.717 5.768 -3.020 0.0944
C 9.555 3.832 -3.068 -0.0724
O 8.676 3.241 -2.060 -0.2232
P 8.055 4.117 -0.875 0.5070
O 7.267 3.283 0.118 -0.2711
O 7.127 5.206 -1.702 -0.2301
C 5.829 5.605 -1.419 -0.1444
O 9.307 4.996 -0.284 -0.2177
C 9.455 4.961 1.148 -0.1152
H 9.402 3.329 -4.023 0.0904
H 10.576 3.804 -2.689 0.0868
H 9.337 4.890 -3.216 0.0797
H 5.199 5.893 -2.261 0.0843
H 5.922 6.430 -0.713 0.0931
H 5.118 4.869 -1.043 0.0841
H 10.510 4.861 1.400 0.0823
H 9.031 4.100 1.665 0.0780
H 9.135 5.878 1.644 0.0883
C -2.224 -6.748 8.792 -0.1540
O -2.235 -5.730 7.854 -0.2106
P -3.597 -5.607 6.969 0.4423
O -3.519 -4.370 6.089 -0.2707
O -3.670 -7.000 6.154 -0.2056
C -4.950 -7.291 5.631 -0.1255
O -4.700 -5.691 8.115 -0.2473
C -5.452 -4.427 8.505 -0.0142
H -1.357 -7.384 8.619 0.0929
H -3.099 -7.395 8.726 0.0792
H -2.165 -6.302 9.785 0.0947
H -5.495 -6.396 5.332 0.0851
H -5.566 -7.824 6.355 0.0898
H -4.896 -7.877 4.713 0.0922
H -4.829 -3.852 9.190 0.0901
H -6.443 -4.725 8.847 0.0862
H -5.608 -3.760 7.657 0.0753
C 1.187 8.221 4.133 -0.0669
O 2.296 8.334 5.080 -0.2324
P 3.861 8.088 4.758 0.4757
O 4.373 9.037 3.752 -0.2446
O 4.547 8.232 6.247 -0.2376
C 5.960 8.161 6.437 -0.1075
O 3.982 6.490 4.358 -0.2312
C 3.580 5.574 5.310 -0.1468
H 0.590 7.321 4.282 0.0843
H 1.498 8.364 3.098 0.0891
H 0.475 9.032 4.285 0.0826
H 6.281 7.119 6.440 0.0860
H 6.284 8.682 7.337 0.0884
H 6.581 8.652 5.688 0.0854
H 3.545 6.002 6.312 0.0830
H 4.386 4.841 5.277 0.0990
H 2.566 5.266 5.055 0.0935
Cl -0.949 2.674 -8.691 0.5595
C -0.144 1.238 -8.368 -1.0971
Cl 0.677 0.738 -9.883 0.4738
H 0.621 1.268 -7.592 0.0326
H -0.925 0.599 -7.957 0.0310
O -2.175 -5.027 -7.329 -0.0576
C -2.606 -6.289 -7.774 -0.2562
C -2.145 -6.763 -9.153 -0.1912
O -0.824 -7.420 -8.960 -0.1088
H -1.289 -4.995 -6.962 0.0899
H -2.259 -7.033 -7.058 0.1201
H -3.694 -6.271 -7.849 0.1173
H -1.969 -5.958 -9.867 0.1120
H -2.804 -7.473 -9.652 0.1083
H -0.474 -7.751 -9.790 0.0661
O 5.668 -8.262 -2.597 -0.0781
C 5.225 -8.904 -3.843 -0.2085
C 3.688 -9.138 -3.891 -0.2232
O 3.052 -8.104 -3.164 -0.0891
H 6.311 -7.565 -2.750 0.0792
H 5.535 -8.348 -4.728 0.1038
H 5.780 -9.825 -4.022 0.1033
H 3.578 -9.977 -3.203 0.1080
H 3.163 -9.274 -4.836 0.1239
H 3.192 -8.204 -2.220 0.0808
O -1.896 -1.259 -1.000 -0.0752
C -1.190 -1.859 0.110 -0.2112
C -0.768 -0.685 1.069 -0.2438
O -1.915 -0.088 1.627 -0.0712
H -1.942 -1.907 -1.707 0.0757
H -1.853 -2.516 0.672 0.1079
H -0.297 -2.407 -0.191 0.1099
H -0.282 0.154 0.572 0.1181
H -0.101 -1.045 1.852 0.1079
H -2.412 -0.755 2.107 0.0819
O -0.348 2.854 9.221 -0.0802
C -0.978 1.593 9.113 -0.2283
C 0.132 0.505 9.460 -0.2138
O -0.214 0.199 10.792 -0.0838
H -0.347 3.257 10.093 0.0814
H -1.931 1.462 9.626 0.1205
H -1.219 1.529 8.052 0.1073
H 1.166 0.819 9.319 0.1160
H -0.111 -0.325 8.796 0.1087
H -0.232 1.061 11.216 0.0724
O 3.083 -2.775 -4.682 -0.0713
C 4.163 -1.955 -4.819 -0.2647
C 4.195 -0.954 -3.577 -0.2077
O 4.442 -1.726 -2.394 -0.0730
H 3.165 -3.641 -4.276 0.0978
H 5.038 -2.597 -4.918 0.1127
H 4.086 -1.554 -5.830 0.1129
H 3.158 -0.645 -3.440 0.1049
H 4.750 -0.058 -3.852 0.1060
H 4.421 -1.164 -1.616 0.0824
O 3.683 -6.756 2.762 -0.0553
C 3.478 -5.894 3.829 -0.2725
C 4.160 -6.447 5.063 -0.2561
O 4.221 -5.516 6.126 -0.0751
H 4.447 -6.489 2.246 0.0924
H 3.752 -4.879 3.542 0.1253
H 2.419 -5.869 4.085 0.1202
H 5.164 -6.834 4.887 0.1199
H 3.697 -7.322 5.519 0.1178
H 3.364 -5.201 6.424 0.0836
```

Values from the calculation:
**Total energy**: -167392.2892 eV
**SMILES**: COP(=O)(OC)OC.COP(=O)(OC)OC.COP(=O)(OC)OC.COP(=O)(OC)OC.COP(=O)(OC)OC.ClCCl.OCCO.OCCO.OCCO.OCCO.OCCO.OCCO
**Kohn-Sham gap**: 9.96 eV
**LUMO energy**: 0.0051 Ha
**Spin multiplicity**: 1